Record 1
Here is a molecular structure, C10H6Cl2InLaN2O3 at a distorted geometry from the OMol25 dataset. Energies are from wB97M-V/def2-TZVPD.

```
! wB97M-V def2-TZVPD RIJCOSX def2/J DEFGRID3
* xyz 4 1
La 4.816 0.858 -1.037
In 0.763 1.351 -0.790
Cl 3.556 0.443 1.193
Cl 2.371 -0.019 -2.290
C -0.862 1.483 -2.570
C 5.009 2.952 0.112
C 5.045 2.800 -2.422
O -1.334 1.274 -3.601
O 4.978 3.856 0.833
O 5.009 3.640 -3.221
N -0.428 -2.531 0.840
C 0.445 -1.709 0.227
N -0.138 -0.549 -0.036
C -1.453 -0.602 0.465
C -2.457 0.353 0.469
C -3.680 -0.014 1.058
C -3.869 -1.275 1.650
C -2.830 -2.230 1.644
C -1.640 -1.856 1.040
H -0.266 -3.476 1.142
H 1.477 -2.019 0.008
H -2.257 1.341 0.038
H -4.509 0.685 1.083
H -4.834 -1.530 2.093
H -2.912 -3.225 2.070
*
```

## Properties
E_LUMO (alpha / beta) in eV: -16.10 / -16.38

Results of the Mulliken charge analysis, in e, for atoms 1 through 8: number 1, La, carries 1.837; number 2, In, carries 0.923; number 3, Cl, carries -0.419; number 4, Cl, carries -0.493; number 5, C, carries 0.264; number 6, C, carries 0.137; number 7, C, carries 0.152; number 8, O, carries -0.027

---

Record 2
Here is a molecular structure, C10H6F5N2S5SeV at a distorted geometry from the OMol25 dataset. Energies are from wB97M-V/def2-TZVPD.

```
! wB97M-V def2-TZVPD RIJCOSX def2/J DEFGRID3
* xyz -1 2
V -0.997 -0.165 -0.962
S 1.234 -0.048 -0.300
S 1.959 1.223 -1.736
S 1.031 0.633 -3.485
S -0.964 0.822 -3.100
F -0.546 -5.177 3.555
C -0.588 -4.561 2.357
C -1.205 -3.321 2.215
F -1.791 -2.731 3.273
C -1.225 -2.703 0.983
F -1.797 -1.466 0.886
C -0.685 -3.284 -0.175
Se -0.816 -2.428 -1.819
C -0.068 -4.534 0.005
F 0.495 -5.139 -1.050
C -0.004 -5.155 1.237
F 0.618 -6.342 1.376
C 1.109 3.048 1.422
N 0.545 3.452 0.166
C 1.140 4.263 -0.770
C 0.378 4.232 -1.886
N -0.695 3.416 -1.632
C -0.556 2.888 -0.389
S -1.631 1.845 0.365
H 1.807 3.806 1.770
H 1.631 2.092 1.305
H 0.306 2.910 2.145
H 2.060 4.776 -0.580
H 0.510 4.709 -2.834
H -1.256 2.936 -2.341
*
```

## Properties
E_LUMO (alpha / beta) in eV: 2.69 / 2.69

Results of the Mulliken charge analysis, in e, for atoms 1 through 8: number 1, V, carries 0.249; number 2, S, carries -0.362; number 3, S, carries -0.133; number 4, S, carries -0.080; number 5, S, carries -0.504; number 6, F, carries -0.315; number 7, C, carries 0.561; number 8, C, carries -0.134

---

Record 3
Here is a molecular structure, C10H6HgN2O5 at a distorted geometry from the OMol25 dataset. Energies are from wB97M-V/def2-TZVPD.

```
! wB97M-V def2-TZVPD RIJCOSX def2/J DEFGRID3
* xyz 2 1
Hg -0.216 -1.917 -2.575
O -0.457 3.852 -2.020
C -0.341 3.074 -2.848
C 1.788 -1.355 -2.387
O 2.771 -0.772 -2.243
C -2.261 -2.503 -2.581
O -3.391 -2.389 -2.764
C -0.251 -0.134 -4.988
O -0.231 0.491 -5.934
N -0.686 -0.653 4.262
C -0.951 -0.913 2.946
O -1.824 -1.715 2.612
C -0.147 -0.166 1.921
C 0.827 0.806 2.202
C 1.496 1.422 1.142
C 1.188 1.029 -0.179
N 0.300 0.078 -0.441
C -0.378 -0.484 0.560
H -1.202 -1.181 4.949
H 0.088 -0.091 4.576
H 1.060 1.067 3.237
H 2.256 2.182 1.304
H 1.690 1.499 -1.028
H -1.129 -1.227 0.276
*
```

## Properties
E_LUMO in eV: -10.42

Results of the Mulliken charge analysis, in e, for atoms 1 through 8: number 1, Hg, carries 1.090; number 2, O, carries -0.148; number 3, C, carries 0.155; number 4, C, carries 0.451; number 5, O, carries -0.054; number 6, C, carries 0.355; number 7, O, carries 0.013; number 8, C, carries 0.009

---

Record 4
Here is C10H6N2O2S in the gas phase at a distorted geometry from the OMol25 dataset. Energies are from wB97M-V/def2-TZVPD.

```
! wB97M-V def2-TZVPD RIJCOSX def2/J DEFGRID3
* xyz 0 1
C -2.262 -1.248 -2.695
C 1.951 0.661 2.313
C -1.375 -0.408 0.806
C 1.046 -0.370 -1.256
C -1.971 -0.659 -0.392
C -0.037 -0.626 -2.037
C 0.031 -0.444 1.181
C 1.196 -0.433 0.194
C -1.383 -0.866 -1.662
C 1.054 0.665 1.217
N -2.987 -1.554 -3.531
N 2.671 0.661 3.204
O -0.114 3.004 1.940
O 2.152 3.116 0.958
S 0.787 2.646 0.861
H -2.034 -0.320 1.662
H 1.997 -0.268 -1.769
H -3.052 -0.732 -0.381
H 0.143 -0.675 -3.106
H 0.131 -1.079 2.065
H 2.054 -1.069 0.428
*
```

## Properties
E_LUMO (alpha / beta) in eV: -3.39 / -2.49

Results of the Mulliken charge analysis, in e, for atoms 1 through 8: number 1, C, carries -0.186; number 2, C, carries -0.193; number 3, C, carries -0.849; number 4, C, carries -0.883; number 5, C, carries -0.295; number 6, C, carries -0.299; number 7, C, carries -0.158; number 8, C, carries -0.166

---

Record 5
Here is 2 unconnected molecules or ions with the total composition C10H6O2 at a distorted geometry from the OMol25 dataset. Energies are from wB97M-V/def2-TZVPD.

```
! wB97M-V def2-TZVPD RIJCOSX def2/J DEFGRID3
* xyz 0 1
C -0.789 -0.416 2.510
C -1.972 -0.015 1.848
C 0.362 -0.855 1.837
C -1.814 -0.007 0.479
C 0.402 -0.884 0.439
C -0.805 -0.249 -0.332
C 0.262 3.092 -1.859
C 0.795 -1.084 -2.082
C 1.327 -0.718 -0.701
C 0.136 0.080 -1.416
O 1.317 3.150 -1.431
O -0.810 3.145 -2.235
H -0.709 -0.532 3.696
H -2.927 -0.118 2.272
H 1.039 -1.218 2.483
H 1.585 -0.963 -2.827
H 0.373 -2.079 -2.248
H 2.227 -0.330 -0.431
*
```

## Properties
E_LUMO (alpha / beta) in eV: -1.40 / -0.79

Results of the Mulliken charge analysis, in e, for atoms 1 through 8: number 1, C, carries -0.031; number 2, C, carries -0.616; number 3, C, carries -1.016; number 4, C, carries -0.255; number 5, C, carries 0.269; number 6, C, carries 0.547; number 7, C, carries 0.762; number 8, C, carries -0.825

---

Record 6
Here is a molecular structure, C10H77BrCl2F5O33P2 at a distorted geometry from the OMol25 dataset. Energies are from wB97M-V/def2-TZVPD.

```
! wB97M-V def2-TZVPD RIJCOSX def2/J DEFGRID3
* xyz -1 1
C 3.696 0.714 1.980
C 2.954 -0.392 1.214
F 2.117 -1.152 2.016
C 2.274 0.053 -0.090
C 0.769 0.413 -0.057
C 0.386 1.150 -1.389
C 1.144 0.816 -2.670
C 0.743 -0.551 -3.271
Cl 0.547 2.072 -3.892
O 0.706 1.534 0.851
P 0.014 1.286 2.407
Br 0.616 3.528 2.989
O -0.437 -0.313 1.925
C -0.292 -0.561 0.524
P -2.121 -0.294 -0.130
O -2.966 -0.755 1.217
Cl -2.511 1.745 -0.240
C -0.111 -2.137 0.468
F -0.232 -2.683 1.692
F -1.118 -2.711 -0.239
C 1.177 -2.747 -0.106
F 1.121 -2.789 -1.435
F 1.206 -4.053 0.298
H 4.338 0.201 2.698
H 3.029 1.446 2.424
H 4.368 1.171 1.251
H 3.762 -1.071 0.911
H 2.424 -0.752 -0.821
H 2.802 0.942 -0.425
H 0.490 2.215 -1.200
H -0.662 0.996 -1.656
H 2.214 0.988 -2.668
H 0.515 -0.463 -4.323
H 1.546 -1.263 -3.098
H -0.171 -0.847 -2.756
H -1.221 1.911 2.111
H -0.601 0.996 3.697
H 1.227 0.964 3.065
H -3.104 0.031 1.774
H 2.108 -2.321 0.243
O 6.502 -0.046 3.131
H 7.464 0.032 3.171
H 6.277 -0.496 3.950
O -3.878 -0.729 -3.099
H -3.628 -1.615 -2.817
H -4.784 -0.628 -2.782
O -2.368 5.484 2.541
H -1.477 5.248 2.840
H -2.387 5.179 1.628
O 3.070 1.526 -5.941
H 2.208 1.771 -5.576
H 3.450 2.361 -6.231
O -2.743 -0.720 -4.475
H -2.930 -0.529 -3.540
H -3.283 -1.495 -4.670
O -1.136 -5.423 2.591
H -0.386 -5.752 3.095
H -0.821 -4.602 2.191
O -6.988 -0.706 -2.101
H -7.734 -1.018 -2.618
H -7.278 -0.810 -1.190
O -7.076 -3.671 -1.467
H -6.405 -3.619 -0.779
H -6.674 -4.227 -2.154
O 2.458 5.061 -4.421
H 2.138 4.248 -4.016
H 2.703 5.608 -3.669
O 9.355 -1.207 3.281
H 10.009 -1.249 3.993
H 9.749 -1.710 2.564
O -2.831 -0.777 4.147
H -3.059 -1.682 4.379
H -2.163 -0.873 3.454
O 1.317 -3.612 4.198
H 1.919 -2.948 3.839
H 0.593 -3.629 3.561
O 2.385 4.639 -0.255
H 2.092 3.862 0.238
H 2.557 5.295 0.433
O 11.349 -1.000 5.581
H 12.305 -0.915 5.620
H 11.118 -1.458 6.403
O -9.700 -2.152 -0.389
H -10.483 -2.311 -0.922
H -9.078 -2.841 -0.660
O 2.238 -1.492 -5.984
H 2.621 -1.762 -6.823
H 2.757 -0.716 -5.734
O 2.492 -6.001 5.324
H 2.384 -6.173 6.263
H 1.973 -5.197 5.162
O 11.660 -2.347 8.084
H 11.264 -3.155 8.425
H 11.789 -1.795 8.862
O -0.600 -2.736 -4.568
H -1.346 -2.130 -4.711
H -0.230 -2.892 -5.442
O -2.876 6.687 5.405
H -2.001 6.437 5.716
H -2.893 6.380 4.490
O 3.648 7.034 1.809
H 4.376 6.753 2.376
H 4.021 7.747 1.274
O 4.459 4.968 4.215
H 3.687 4.628 3.747
H 4.215 4.898 5.142
O 4.812 9.552 0.771
H 5.256 9.178 0.003
H 5.316 10.346 0.972
O -6.993 -5.251 -3.826
H -6.527 -6.088 -3.912
H -7.875 -5.425 -4.176
O -5.519 0.228 -4.774
H -4.574 0.295 -4.973
H -5.539 -0.210 -3.915
O -9.928 -5.168 -4.172
H -10.738 -4.786 -4.525
H -9.693 -4.592 -3.434
O -4.364 -0.496 -7.534
H -5.162 -0.241 -7.053
H -4.020 0.338 -7.869
O -1.454 -3.129 5.924
H -1.826 -4.006 6.053
H -0.735 -3.264 5.295
O -3.470 2.350 3.158
H -4.352 2.574 3.466
H -3.052 3.202 2.979
O -5.639 1.096 -9.635
H -5.303 0.223 -9.866
H -6.589 1.028 -9.765
*
```

## Properties
E_LUMO in eV: 1.20

Results of the Mulliken charge analysis, in e, for atoms 1 through 8: number 1, C, carries -1.414; number 2, C, carries -0.384; number 3, F, carries -0.173; number 4, C, carries -1.593; number 5, C, carries 1.648; number 6, C, carries -2.071; number 7, C, carries 0.831; number 8, C, carries -0.925

---

Record 7
Here is C10H7Cl3O2 in the gas phase at a distorted geometry from the OMol25 dataset. Energies are from wB97M-V/def2-TZVPD.

```
! wB97M-V def2-TZVPD RIJCOSX def2/J DEFGRID3
* xyz 0 1
C 0.410 -1.111 -2.406
C 0.279 -2.212 -1.589
C -0.016 0.387 -0.572
C -0.094 -0.743 0.168
C 0.314 0.197 -1.932
C 0.055 -2.042 -0.218
C -1.042 1.778 1.258
C -0.794 1.081 2.407
C -0.172 1.796 0.065
C 0.391 0.494 2.838
O 0.593 1.185 -2.806
O 0.002 -3.073 0.663
Cl -0.915 2.995 -1.076
Cl 0.388 -0.551 4.190
Cl 1.944 0.855 2.224
H 0.624 -1.231 -3.454
H 0.382 -3.212 -1.988
H -2.046 2.142 1.118
H -1.626 0.951 3.086
H 0.836 2.176 0.261
H 0.335 2.046 -2.440
H 0.149 -3.908 0.202
*
```

## Properties
E_LUMO (alpha / beta) in eV: -0.62 / -1.00

Results of the Mulliken charge analysis, in e, for atoms 1 through 8: number 1, C, carries -0.941; number 2, C, carries -0.384; number 3, C, carries 1.294; number 4, C, carries 0.137; number 5, C, carries 0.552; number 6, C, carries -0.646; number 7, C, carries -0.512; number 8, C, carries -0.597

---

Record 8
Here is a molecular structure, C10H7CoN2O5 at a distorted geometry from the OMol25 dataset. Energies are from wB97M-V/def2-TZVPD.

```
! wB97M-V def2-TZVPD RIJCOSX def2/J DEFGRID3
* xyz 2 5
O 0.006 2.660 -1.234
C 0.004 1.751 -1.976
Co 0.020 0.064 -2.709
C 0.001 -1.417 -1.977
O -0.044 -2.464 -1.453
C -0.074 -0.806 -4.284
O -0.101 -1.041 -5.412
C 1.613 0.122 -2.182
O 2.689 -0.025 -1.799
C -1.609 0.097 -2.169
O -2.703 -0.116 -1.823
H 0.117 1.327 -3.479
N -0.003 -0.057 4.411
C -0.002 -0.034 3.064
C 0.917 -0.803 2.318
C 0.891 -0.714 0.931
N 0.030 0.052 0.267
C -0.861 0.763 0.954
C -0.916 0.764 2.341
H 0.652 -0.629 4.903
H -0.660 0.498 4.922
H 1.648 -1.441 2.796
H 1.600 -1.306 0.360
H -1.562 1.372 0.388
H -1.651 1.383 2.839
*
```

## Properties
E_LUMO (alpha / beta) in eV: -7.67 / -11.48

Results of the Mulliken charge analysis, in e, for atoms 1 through 8: number 1, O, carries -0.259; number 2, C, carries 0.125; number 3, Co, carries 0.335; number 4, C, carries 0.287; number 5, O, carries -0.250; number 6, C, carries 0.392; number 7, O, carries -0.142; number 8, C, carries 0.380